[1]
Here is a molecular structure, C44H56N5SSiW from the Open Molecules 2025 dataset. Energies are from the ωB97M-V functional and the def2-TZVPD basis.

ORCA input file:
```
! RIJCOSX wB97M-V def2-TZVPD def2/J DEFGRID3
* xyz 1 3
W 12.483 -2.948 17.368
C 10.131 -7.975 13.821
C 10.059 -6.477 13.923
C 11.292 -5.767 14.553
C 12.434 -5.285 13.904
C 12.866 -5.491 12.455
C 13.349 -4.210 11.766
C 13.197 -4.502 14.829
C 14.571 -4.204 14.681
C 15.184 -3.363 15.631
C 16.527 -3.011 15.645
C 17.575 -3.844 14.932
C 18.591 -3.034 14.123
C 16.629 -1.909 16.520
C 15.359 -1.677 17.137
C 15.010 -0.637 17.982
C 13.979 -0.891 18.856
N 13.198 -2.089 19.013
C 12.482 -1.904 20.216
C 11.810 -2.957 20.772
C 11.526 -4.089 19.998
N 11.699 -4.284 18.609
C 11.076 -5.528 18.291
C 10.790 -6.010 16.971
C 11.438 -5.344 15.897
N 12.502 -4.435 16.019
C 10.576 -6.084 19.491
C 10.747 -5.131 20.526
C 10.124 -5.153 21.890
C 11.015 -5.829 23.008
C 10.054 -7.513 19.599
C 11.099 -8.583 19.238
C 12.687 -0.602 20.709
C 13.550 0.061 19.838
C 13.986 1.454 19.965
C 13.905 2.262 18.656
C 11.911 0.013 21.865
C 10.728 0.957 21.490
N 14.435 -2.700 16.628
C 17.816 -1.033 16.813
C 18.249 -0.984 18.292
H 9.179 -8.473 13.538
H 10.546 -8.467 14.770
H 10.892 -8.227 13.056
H 9.234 -6.165 14.546
H 9.933 -6.099 12.850
H 12.022 -5.922 11.939
H 13.641 -6.348 12.463
H 12.744 -3.346 12.039
H 13.319 -4.434 10.720
H 14.402 -3.979 11.982
H 15.188 -4.614 13.845
H 17.102 -4.659 14.333
H 18.131 -4.424 15.686
H 18.208 -2.088 13.678
H 18.960 -3.640 13.325
H 19.352 -2.722 14.851
H 15.634 0.260 18.120
H 11.388 -2.839 21.799
H 10.173 -6.843 16.900
H 9.194 -5.734 21.832
H 9.923 -4.156 22.172
H 11.301 -6.872 22.806
H 10.460 -5.822 23.999
H 11.937 -5.226 23.121
H 9.100 -7.548 19.003
H 9.739 -7.657 20.665
H 11.219 -8.611 18.118
H 10.691 -9.507 19.605
H 12.065 -8.414 19.717
H 15.100 1.522 20.129
H 13.493 2.005 20.825
H 14.777 2.091 18.052
H 13.780 3.331 18.832
H 13.016 1.979 18.058
H 12.664 0.523 22.505
H 11.510 -0.749 22.510
H 10.948 2.034 21.434
H 9.933 0.893 22.284
H 10.278 0.647 20.591
H 17.760 -0.032 16.322
H 18.731 -1.424 16.321
H 17.978 -0.017 18.736
H 19.369 -1.088 18.440
H 17.791 -1.772 18.918
C 8.197 1.576 17.762
Si 8.275 0.849 16.035
C 7.226 -0.685 16.052
C 7.771 2.174 14.744
C 10.079 0.281 15.588
C 10.919 1.174 14.892
C 12.298 0.899 14.667
C 12.803 -0.268 15.182
N 12.048 -1.004 16.056
C 10.738 -0.807 16.221
S 10.210 -1.964 17.385
H 7.166 1.756 17.996
H 8.799 2.446 17.966
H 8.519 0.702 18.418
H 6.361 -0.411 15.501
H 6.825 -1.038 16.989
H 7.793 -1.471 15.566
H 6.816 2.539 15.038
H 7.589 1.894 13.719
H 8.447 3.090 14.705
H 10.510 2.121 14.534
H 12.995 1.624 14.187
H 13.868 -0.619 14.991
*
```

Output
- Highest occupied orbital energy (spin up / spin down): -8.250 / -9.478 eV
- LUMO (spin up / spin down): -3.68 / -3.98 eV
- DFT total energy: -74521.4930 eV
- Gap between HOMO and LUMO (spin up / spin down): 4.6 / 5.5 eV

Results of the Löwdin charge analysis, in e, for atoms 1 through 6: 1.60, -0.12, -0.19, -0.09, -0.11, -0.18

[2]
Here is 9 unconnected molecules or ions with the total composition C35H71NO17 from the Open Molecules 2025 dataset. Energies are from the ωB97M-V functional and the def2-TZVPD basis.

ORCA input file:
```
! RIJCOSX wB97M-V def2-TZVPD def2/J DEFGRID3
* xyz 0 1
C 2.659 4.127 7.202
C 1.788 2.954 7.385
O 2.016 2.058 6.281
C 1.151 1.068 6.147
C 1.345 0.282 4.848
O 0.221 0.974 6.895
H 2.856 4.796 8.076
H 2.174 4.784 6.481
H 3.716 3.778 6.875
H 1.871 2.348 8.277
H 0.785 3.383 7.403
H 0.500 -0.354 4.620
H 2.296 -0.302 4.955
H 1.430 1.012 4.015
C 1.414 3.597 -2.526
C 2.795 3.127 -2.266
O 3.860 3.683 -3.110
C 4.004 3.255 -4.397
C 5.047 3.983 -5.186
O 3.349 2.321 -4.878
H 1.320 4.686 -2.710
H 0.858 3.477 -1.576
H 0.976 3.035 -3.386
H 3.099 3.332 -1.253
H 2.867 2.017 -2.423
H 4.669 4.525 -6.033
H 5.740 3.292 -5.624
H 5.532 4.717 -4.635
C -0.264 -1.778 -6.589
C -0.822 -0.393 -6.667
O -2.254 -0.353 -6.904
C -2.968 -0.590 -5.817
C -4.442 -0.674 -6.117
O -2.418 -0.702 -4.693
H -0.353 -2.086 -5.529
H 0.820 -1.841 -6.728
H -0.719 -2.484 -7.274
H -0.526 0.274 -5.781
H -0.470 0.217 -7.524
H -4.624 -1.442 -6.848
H -4.815 0.281 -6.513
H -4.912 -0.794 -5.140
C 5.529 -3.418 -1.232
C 4.402 -3.527 -0.278
O 4.572 -2.370 0.624
C 3.531 -2.151 1.442
C 3.713 -0.882 2.229
O 2.485 -2.846 1.435
H 5.730 -4.317 -1.826
H 6.458 -3.288 -0.712
H 5.413 -2.537 -1.868
H 3.421 -3.407 -0.793
H 4.475 -4.396 0.378
H 2.771 -0.742 2.722
H 4.016 -0.071 1.599
H 4.455 -1.121 2.962
C -4.346 -2.890 -2.060
C -3.915 -2.319 -0.732
O -4.803 -2.827 0.318
C -4.382 -2.571 1.573
C -5.362 -2.869 2.623
O -3.283 -2.166 1.775
H -5.275 -2.521 -2.410
H -4.461 -3.950 -1.989
H -3.620 -2.935 -2.841
H -2.881 -2.495 -0.448
H -4.013 -1.218 -0.718
H -5.502 -3.965 2.767
H -6.288 -2.358 2.336
H -4.931 -2.422 3.525
C -3.056 2.325 -1.192
C -3.829 3.123 -0.179
O -4.403 2.093 0.730
C -4.426 2.350 2.061
C -4.958 1.087 2.700
O -4.044 3.365 2.632
H -3.717 1.562 -1.595
H -2.228 1.846 -0.632
H -2.633 2.842 -2.064
H -3.262 3.873 0.368
H -4.712 3.639 -0.620
H -5.830 0.800 2.186
H -5.009 1.141 3.823
H -4.182 0.302 2.485
C 2.953 4.742 2.346
C 2.348 3.448 1.945
O 1.181 3.058 2.733
C 0.095 3.779 2.369
C -1.097 3.492 3.201
O 0.114 4.607 1.504
H 3.828 5.048 1.796
H 3.264 4.718 3.396
H 2.208 5.531 2.255
H 1.972 3.509 0.884
H 3.138 2.670 2.058
H -1.695 4.384 3.423
H -0.802 2.865 4.071
H -1.751 2.895 2.548
C 0.806 -6.134 0.996
C -0.179 -5.062 0.522
O 0.136 -4.560 -0.783
C -0.790 -4.879 -1.715
C -0.269 -4.636 -3.081
O -1.851 -5.264 -1.408
H 0.463 -6.540 1.979
H 1.804 -5.724 1.026
H 0.745 -6.943 0.315
H -1.154 -5.569 0.485
H 0.031 -4.205 1.226
H -0.733 -3.779 -3.469
H -0.567 -5.519 -3.674
H 0.827 -4.531 -3.036
C -0.966 -0.002 1.758
N -0.373 -0.651 0.586
C 0.763 -0.272 -0.030
C 1.195 -1.235 -1.099
O 1.324 0.774 0.180
H -2.013 0.171 1.568
H -0.477 0.970 1.897
H -0.899 -0.618 2.696
H -0.686 -1.533 0.119
H 1.494 -0.740 -2.034
H 0.347 -1.843 -1.317
H 2.072 -1.776 -0.674
*
```

Output
- Highest occupied orbital energy: -9.366 eV
- LUMO: 0.58 eV
- DFT total energy: -73744.6865 eV
- Energy above the lowest of the compared OMol25 structures with the same formula, charge and spin: 43.78 kcal/mol
- Gap between HOMO and LUMO: 9.9 eV
- SMILES string: CCOC(C)=O.CCOC(C)=O.CCOC(C)=O.CCOC(C)=O.CCOC(C)=O.CCOC(C)=O.CCOC(C)=O.CCOC(C)=O.CNC(C)=O

Results of the Löwdin charge analysis, in e, for atoms 1 through 6: -0.09, -0.25, -0.01, -0.56, 0.03, 0.10